(1)
Density functional theory data (ωB97M-V/def2-TZVPD) for a cluster of 2 separate species, C6H15N3O2S in total at a distorted geometry.

Output
E_LUMO (spin up / spin down) ... 0.07 / -1.88 eV
HOMO-LUMO gap (spin up / spin down) ... 8.35 / 5.00 eV
ΔE to the lowest compared entry with this formula, charge and spin ... 75.9 kcal per mole
E_tot ... -950.29593 a.u.

Last column: Mulliken charge in e.
CARTESIAN COORDINATES (ANGSTROEM)
C1 3.328 0.522 -0.549  -1.23
C2 -0.285 -2.297 1.212  -1.37
C3 2.050 0.730 -1.428  -0.47
C4 -0.394 1.135 -1.325  -0.41
C5 0.208 -0.937 1.225  -0.08
C6 0.856 0.707 -0.487  -0.17
N1 -2.585 0.893 -0.754  -0.28
N2 -1.479 1.529 -0.530  -0.25
N3 -3.688 0.248 1.921  0.14
O1 -4.063 0.373 3.079  -0.46
O2 0.565 -0.656 -0.125  -0.30
S1 -3.379 -1.025 1.057  -0.05
H1 4.189 0.233 -1.234  0.34
H2 3.440 1.461 -0.002  0.33
H3 3.258 -0.264 0.129  0.30
H4 -0.553 -2.515 2.195  0.49
H5 -1.196 -2.545 0.575  0.20
H6 0.480 -2.984 0.779  0.31
H7 2.040 -0.247 -2.037  0.27
H8 2.200 1.628 -2.043  0.36
H9 -0.529 0.327 -2.104  0.34
H10 -0.029 2.167 -1.881  0.23
H11 1.031 -0.768 2.020  0.21
H12 -0.489 -0.221 1.455  0.39
H13 1.072 1.248 0.375  0.50
H14 -3.282 1.169 -0.066  0.38
H15 -2.764 0.089 -1.456  0.28

---

(2)
Density functional theory data (ωB97M-V/def2-TZVPD) for an isolated molecule of C3H6N2O at a distorted geometry.

Output
E_LUMO ... 0.36 eV
HOMO-LUMO gap ... 9.58 eV
ΔE to the lowest compared entry with this formula, charge and spin ... 89.5 kcal per mole
E_tot ... -302.55053 a.u.

Last column: Mulliken charge in e.
CARTESIAN COORDINATES (ANGSTROEM)
N1 -1.177 1.471 -2.552  -0.40
C1 -0.665 1.153 -1.559  0.02
C2 -0.030 0.743 -0.262  0.45
N2 -0.949 0.453 0.841  -0.83
C3 0.634 -0.638 -0.269  -0.50
O1 0.639 -1.325 1.308  -0.65
H1 0.675 1.555 -0.022  0.24
H2 -1.794 0.082 0.404  0.28
H3 -0.363 -0.420 1.434  0.43
H4 -0.001 -1.340 -0.820  0.28
H5 1.687 -0.732 -0.421  0.33
H6 1.343 -1.002 1.917  0.34

---

(3)
Density functional theory data (ωB97M-V/def2-TZVPD) for a structure of composition C44H59BHgN10S.

Output
E_LUMO ... 3.68 eV
HOMO-LUMO gap ... 4.01 eV
Total charge ... -2
ΔE to the lowest compared entry with this formula, charge and spin ... 15.6 kcal per mole
E_tot ... -2836.09194 a.u.

Last column: Mulliken charge in e.
CARTESIAN COORDINATES (ANGSTROEM)
Hg1 0.355 1.087 1.180  1.69
C1 -3.128 3.553 2.585  -1.30
C2 -2.474 3.828 1.230  1.62
C3 -2.973 5.147 0.638  -1.64
C4 -2.730 2.700 0.286  -0.55
C5 -3.952 2.354 -0.313  -1.08
C6 -3.670 1.285 -1.134  0.09
C7 -4.736 0.549 -1.902  0.11
C8 -4.769 -0.935 -1.541  -1.79
C9 -4.656 0.760 -3.418  -1.50
N1 -2.340 1.018 -1.029  0.80
N2 -1.779 1.892 -0.148  0.43
B1 -1.440 0.190 -1.993  0.97
N3 -0.664 -0.975 -1.202  1.27
N4 0.354 -0.485 -0.535  -1.67
C10 1.071 -2.789 0.038  0.47
C11 0.003 -3.196 -0.665  -1.04
C12 -0.881 -2.276 -1.328  1.06
C13 -2.079 -2.862 -2.039  0.20
C14 -3.030 -3.496 -1.012  -1.37
C15 -1.682 -3.888 -3.107  -1.86
C16 1.982 -3.679 0.839  0.47
C17 4.121 -2.786 -0.282  -1.76
C18 2.081 -5.100 0.275  -1.92
N5 -0.404 1.111 -2.722  0.58
N6 0.513 1.867 -2.077  -0.27
C19 1.337 2.353 -2.981  -0.15
C20 0.951 1.929 -4.270  -0.56
C21 -0.159 1.140 -4.061  -0.21
C22 -1.010 0.489 -5.115  1.39
C23 -0.160 -0.405 -6.022  -1.73
C24 -1.723 1.569 -5.938  -1.67
C25 2.544 3.173 -2.623  0.67
C26 2.633 3.427 -1.121  -1.28
C27 3.806 2.452 -3.113  -1.32
H1 -2.864 4.335 3.296  0.41
H2 -2.767 2.604 2.985  0.17
H3 -4.218 3.507 2.487  0.30
H4 -1.395 3.898 1.370  -0.60
H5 -4.055 5.118 0.487  0.29
H6 -2.495 5.339 -0.325  0.37
H7 -2.737 5.969 1.316  0.44
H8 -4.918 2.806 -0.159  0.45
H9 -5.678 0.991 -1.566  0.58
H10 -3.838 -1.410 -1.836  0.09
H11 -5.597 -1.444 -2.041  0.52
H12 -4.888 -1.060 -0.463  0.37
H13 -3.751 0.313 -3.828  0.12
H14 -4.643 1.827 -3.646  0.35
H15 -5.525 0.311 -3.906  0.47
H16 -2.124 -0.306 -2.831  -1.15
H17 -0.224 -4.250 -0.765  0.12
H18 -2.610 -2.066 -2.557  -0.05
H19 -2.549 -4.337 -0.511  0.35
H20 -3.944 -3.855 -1.496  0.46
H21 -3.303 -2.765 -0.250  0.21
H22 -1.170 -4.745 -2.668  0.29
H23 -1.018 -3.433 -3.843  0.27
H24 -2.574 -4.255 -3.622  0.54
H25 1.533 -3.758 1.838  0.14
H26 3.674 -3.353 -1.104  0.30
H27 5.171 -3.077 -0.208  0.41
H28 4.084 -1.733 -0.549  0.39
H29 2.491 -5.095 -0.736  0.31
H30 1.103 -5.582 0.252  0.45
H31 2.740 -5.699 0.907  0.47
H32 1.419 2.172 -5.212  0.47
H33 -1.764 -0.132 -4.632  -0.68
H34 0.607 0.184 -6.526  0.32
H35 -0.781 -0.888 -6.781  0.44
H36 0.339 -1.177 -5.434  0.38
H37 -0.987 2.216 -6.418  0.34
H38 -2.344 2.187 -5.289  0.36
H39 -2.356 1.123 -6.711  0.43
H40 2.479 4.138 -3.143  0.32
H41 2.734 2.481 -0.586  -0.02
H42 1.733 3.925 -0.760  0.31
H43 3.498 4.050 -0.884  0.46
H44 3.884 1.481 -2.620  0.17
H45 4.702 3.032 -2.879  0.43
H46 3.772 2.288 -4.191  0.36
N7 4.990 -3.794 8.979  -0.71
C28 4.555 -3.203 8.084  0.16
C29 4.021 -2.499 6.986  0.42
C30 4.205 -1.112 6.837  -0.80
C31 3.659 -0.434 5.777  -0.80
C32 2.904 -1.086 4.760  0.23
C33 2.767 -2.497 4.915  0.00
C34 3.273 -3.170 5.993  -0.86
C35 2.313 -0.376 3.660  0.45
C36 2.266 -1.090 2.360  0.35
C37 3.334 -1.877 2.012  -1.70
C38 3.381 -3.057 1.054  0.68
C39 1.283 -1.322 0.209  0.65
N8 1.127 -0.960 1.605  -0.85
C40 1.737 0.907 3.907  0.34
C41 1.433 1.421 5.226  -0.72
C42 0.940 2.683 5.093  -1.17
C43 0.936 2.991 3.706  0.22
N9 1.377 1.859 2.994  -0.20
H47 4.806 -0.584 7.569  0.41
H48 3.831 0.629 5.677  0.57
H49 2.194 -3.035 4.174  0.35
H50 3.095 -4.233 6.110  0.42
H51 4.212 -1.791 2.643  0.44
H52 3.953 -3.834 1.579  0.83
H53 2.291 -1.020 -0.120  -0.12
H54 1.555 0.871 6.145  0.64
H55 0.626 3.364 5.868  0.46
H56 0.864 4.248 2.036  0.02
N10 -2.081 -0.034 1.906  -0.48
H57 -1.744 -0.868 2.375  0.29
H58 -2.549 -0.303 1.049  -0.15
H59 -2.732 0.456 2.506  0.26
S1 0.305 5.669 3.871  -0.51
C44 0.710 4.211 3.115  -0.19

---

(4)
Density functional theory data (ωB97M-V/def2-TZVPD) for a cluster of 9 separate species, H18O9 in total at a distorted geometry.

Output
E_LUMO ... 0.04 eV
HOMO-LUMO gap ... 11.03 eV
ΔE to the lowest compared entry with this formula, charge and spin ... 149.8 kcal per mole
E_tot ... -687.78710 a.u.

Last column: Mulliken charge in e.
CARTESIAN COORDINATES (ANGSTROEM)
O1 0.934 2.508 1.844  -0.59
H1 1.648 2.765 1.183  0.30
H2 1.649 2.471 2.494  0.30
O2 -1.348 -0.744 -2.067  -0.70
H3 -2.063 -0.371 -2.577  0.27
H4 -0.657 -1.041 -2.647  0.38
O3 2.826 2.382 -1.027  -0.64
H5 3.188 3.211 -1.123  0.30
H6 1.785 2.557 -1.277  0.33
O4 0.683 0.451 4.002  -0.58
H7 -0.378 0.353 4.042  0.32
H8 1.066 -0.314 4.277  0.28
O5 -0.148 -3.170 2.707  -0.46
H9 0.507 -3.545 2.285  0.28
H10 -0.856 -3.525 2.646  0.18
O6 2.846 -1.281 1.787  -0.63
H11 2.362 -0.800 1.049  0.33
H12 2.156 -1.602 2.440  0.29
O7 1.073 -0.034 -2.732  -0.60
H13 0.974 0.847 -3.008  0.29
H14 1.060 -0.283 -1.886  0.28
O8 -3.000 1.788 -2.340  -0.63
H15 -3.086 1.796 -3.375  0.35
H16 -2.944 0.837 -2.232  0.29
O9 -3.584 -1.988 -1.642  -0.65
H17 -4.085 -1.391 -1.183  0.29
H18 -2.607 -1.875 -1.643  0.43